Record 1
{
  "formula": "C25H48CoP4S",
  "method": "wB97M-V/def2-TZVPD",
  "species": ["Co", "P", "P", "P", "H", "C", "C", "H", "C", "C", "C", "C", "C", "C", "C", "C", "C", "H", "H", "H", "H", "H", "H", "H", "H", "H", "H", "H", "H", "H", "H", "H", "H", "H", "H", "H", "H", "H", "H", "H", "H", "H", "H", "H", "H", "H", "C", "C", "C", "C", "C", "C", "S", "H", "H", "H", "H", "H", "H", "C", "P", "C", "C", "C", "C", "C", "C", "C", "H", "H", "H", "H", "H", "H", "H", "H", "H", "H", "H"],
  "positions_angstrom": [[0.22188, 0.93440, -0.36238], [1.76523, 1.42261, 0.96538], [-1.42514, 2.11972, 0.25842], [0.81911, 1.91919, -2.06092], [-1.16693, -1.19742, 0.83108], [-0.59721, -1.26464, -0.11784], [0.78195, -1.41841, -0.11729], [1.35883, -1.37816, 0.82551], [2.18934, 0.75209, 2.63302], [1.63518, 3.20901, 1.41228], [3.43959, 1.29411, 0.20740], [-2.95320, 1.41252, -0.45350], [-2.01651, 2.48193, 1.96542], [-1.51841, 3.86924, -0.32902], [2.22640, 1.06572, -2.89191], [1.54348, 3.63207, -2.06609], [-0.48089, 2.25704, -3.31177], [-1.22052, -1.45802, -1.00065], [1.31628, -1.73240, -1.01578], [2.24433, -0.34620, 2.60940], [1.43232, 1.04456, 3.38009], [3.17918, 1.14527, 2.92923], [0.73822, 3.37376, 2.02418], [1.57627, 3.84523, 0.52108], [2.52663, 3.47928, 1.99274], [3.56700, 0.30019, -0.24525], [4.19161, 1.42845, 0.99820], [3.60374, 2.04645, -0.57406], [-3.79321, 2.03766, -0.12563], [-3.09178, 0.39145, -0.07327], [-2.90125, 1.41548, -1.55030], [-2.88295, 3.15623, 1.89758], [-1.24741, 2.99334, 2.55569], [-2.33427, 1.56962, 2.48242], [-2.45577, 4.29254, 0.05057], [-1.52470, 3.94872, -1.42082], [-0.70090, 4.46755, 0.09126], [2.11805, 1.11998, -3.98325], [2.23948, 0.00536, -2.60193], [3.18415, 1.52872, -2.60171], [1.75510, 3.89516, -3.11589], [2.49413, 3.67985, -1.51481], [0.82284, 4.36763, -1.67609], [-0.11054, 1.98451, -4.30206], [-0.78557, 3.31176, -3.33177], [-1.34313, 1.60587, -3.13209], [-0.59946, -2.30521, -4.80774], [-1.73454, -2.23031, -5.64484], [-1.81583, -3.03229, -6.78376], [-0.82016, -3.97837, -7.06468], [0.18578, -4.19681, -6.11474], [0.28345, -3.39713, -4.96691], [-0.24297, -0.93322, -3.75595], [-0.02819, -1.37856, -2.44028], [-2.51428, -1.50981, -5.37985], [-2.65660, -2.89034, -7.45235], [-0.81413, -4.52232, -8.01240], [0.91432, -4.99208, -6.26192], [1.01119, -3.57996, -4.17065], [-2.42879, -1.20543, 2.78500], [-0.66964, -0.71624, 3.10623], [-0.86274, 0.46248, 4.50183], [-0.06741, -2.17091, 4.00571], [-0.72611, -2.56806, 5.18053], [-0.20572, -3.62323, 5.93360], [0.92253, -4.32581, 5.48397], [1.52123, -3.96547, 4.26616], [1.03713, -2.89041, 3.51180], [-2.92855, -0.44362, 2.16514], [-2.94573, -1.32199, 3.74968], [-2.41173, -2.15573, 2.22723], [-0.15363, 0.23757, 5.30528], [-1.88241, 0.38387, 4.89581], [-0.66203, 1.48810, 4.17496], [-1.63095, -2.05307, 5.52326], [-0.68461, -3.90925, 6.87052], [1.33004, -5.15778, 6.07227], [2.37873, -4.52682, 3.88947], [1.48183, -2.60080, 2.55272]],
  "lowdin_charge": [-0.2091, 0.7136, 0.7322, 0.7017, -0.0114, -0.1324, -0.0825, 0.0305, -0.2442, -0.2222, -0.2260, -0.2288, -0.2376, -0.2205, -0.2610, -0.2239, -0.2784, 0.0574, 0.0609, 0.0224, 0.0192, 0.0729, 0.0280, 0.0250, 0.0697, 0.0528, 0.0609, 0.0301, 0.0672, 0.0322, 0.0424, 0.0692, 0.0380, 0.0067, 0.0626, 0.0339, 0.0488, 0.0547, 0.0105, 0.0524, 0.0752, 0.0424, 0.0407, 0.0414, 0.0583, -0.0021, -0.5049, -0.0456, 0.0168, 0.0559, 0.0050, -0.0248, 1.0025, -0.0866, 0.1286, 0.1387, 0.1514, 0.1374, 0.1310, -0.2011, 1.1135, -0.2085, -0.3816, -0.0792, -0.0287, -0.0205, -0.0437, -0.0891, 0.0367, 0.0785, 0.0736, 0.0807, 0.0780, 0.0330, 0.1145, 0.1295, 0.1324, 0.1224, 0.0800],
  "total_energy_ha": -4126.65662,
  "e_homo_ev": [-15.845, -16.617],
  "multiplicity": 5,
  "charge": 3,
  "gap_ev": [7.746, 4.548]
}

***

Record 2
{
  "formula": "C17H18N4O3PdS",
  "method": "wB97M-V/def2-TZVPD",
  "species": ["Pd", "S", "C", "N", "N", "C", "C", "C", "C", "C", "C", "N", "N", "C", "C", "C", "C", "C", "C", "H", "H", "H", "H", "H", "H", "H", "H", "H", "H", "H", "C", "C", "C", "O", "C", "O", "O", "H", "H", "H", "H", "H", "H", "H"],
  "positions_angstrom": [[0.46001, -0.67644, -1.97958], [2.60091, -1.65434, -2.01398], [2.77931, -1.32444, -0.27948], [4.00351, -1.34584, 0.18962], [4.30041, -0.93674, 1.41082], [3.64401, -0.01584, 2.21872], [2.91201, 1.03846, 1.66472], [2.31851, 1.97416, 2.48582], [2.43961, 1.87606, 3.86342], [3.18101, 0.84456, 4.41752], [3.78801, -0.09424, 3.60572], [1.70041, -1.11054, 0.47082], [0.54261, -1.26644, -0.10548], [-0.59919, -1.16864, 0.65752], [-0.58569, -0.89784, 2.03242], [-1.77529, -0.86734, 2.73212], [-2.98259, -1.10344, 2.08812], [-3.00119, -1.39154, 0.72892], [-1.82049, -1.43514, 0.01672], [5.17231, -1.32754, 1.75122], [2.84001, 1.14446, 0.59352], [1.77481, 2.79426, 2.04332], [1.96801, 2.60806, 4.49972], [3.29191, 0.77766, 5.48952], [4.36881, -0.89284, 4.04332], [0.35801, -0.72124, 2.52462], [-1.76589, -0.65324, 3.79102], [-3.90869, -1.06954, 2.64242], [-3.94259, -1.58554, 0.23562], [-1.79569, -1.72704, -1.03538], [-3.10819, 0.75976, -2.48918], [-2.08219, 0.54506, -3.60708], [-2.72729, 0.72366, -4.97518], [-1.48779, -0.76394, -3.50218], [-0.93679, 1.60426, -3.38978], [-1.00809, 2.65816, -3.98498], [-0.03569, 1.30076, -2.54358], [-3.93329, 0.04856, -2.56548], [-3.50729, 1.76766, -2.57268], [-2.63409, 0.64696, -1.51268], [-3.66669, 0.17656, -5.04898], [-2.05079, 0.37516, -5.75088], [-2.91859, 1.78066, -5.13868], [-2.17009, -1.41504, -3.70208]],
  "nbo_charge": [0.8633, -0.0762, 0.1041, -0.1520, -0.3611, 0.1951, -0.2499, -0.1825, -0.2267, -0.1979, -0.2620, -0.1986, -0.1984, 0.1508, -0.2048, -0.2054, -0.1850, -0.1991, -0.2259, 0.3985, 0.2301, 0.2248, 0.2179, 0.2185, 0.2137, 0.2393, 0.2220, 0.2199, 0.2217, 0.2308, -0.6318, 0.1366, -0.6370, -0.7682, 0.7588, -0.6438, -0.8314, 0.1943, 0.2336, 0.2175, 0.1909, 0.2207, 0.2535, 0.4815],
  "total_energy_ha": -1629.30300,
  "e_homo_ev": [-7.637, -7.779],
  "gap_ev": [5.502, 5.532]
}

***

Record 3
{
  "formula": "C5H9NO",
  "method": "wB97M-V/def2-TZVPD",
  "species": ["C", "C", "C", "C", "C", "O", "N", "H", "H", "H", "H", "H", "H", "H", "H", "H"],
  "positions_angstrom": [[1.70255, -0.91668, -0.53093], [-0.19029, 1.41607, 0.14864], [-0.59196, -0.01996, 0.03714], [0.25255, -1.04261, -0.20369], [-2.01542, -0.38915, 0.25686], [2.43653, -0.89889, 0.67809], [-3.02236, 0.41990, 0.25916], [2.80971, -0.00627, 0.77083], [-2.73382, 1.38297, 0.07830], [2.02609, -1.78301, -1.11692], [1.92183, -0.02186, -1.12335], [-0.11971, -2.06488, -0.22036], [-2.22443, -1.46190, 0.40784], [-0.30976, 1.92484, -0.81207], [0.85067, 1.52211, 0.47113], [-0.79218, 1.93934, 0.89935]],
  "nbo_charge": [-0.1113, -0.6616, -0.0708, -0.1467, 0.1108, -0.7121, -0.6041, 0.4701, 0.3223, 0.1805, 0.1707, 0.2025, 0.1755, 0.2277, 0.2180, 0.2286],
  "smiles": "[H]/N=C\\C(C)=C\\CO",
  "total_energy_ha": -325.86157,
  "e_homo_ev": -9.473,
  "e_above_lowest_kcal_mol": 47.7,
  "gap_ev": 9.921
}

***

Record 4
{
  "formula": "C3H8N2O2",
  "method": "wB97M-V/def2-TZVPD",
  "species": ["C", "C", "N", "C", "N", "O", "O", "H", "H", "H", "H", "H", "H", "H", "H"],
  "positions_angstrom": [[-1.48807, 0.23793, 0.86875], [-0.28736, -1.35566, -1.11465], [1.51413, -0.05453, 0.39969], [-0.05243, 0.05542, -0.71672], [2.05688, 1.20586, 0.55387], [0.74824, -0.41606, 1.33622], [-0.04593, 1.11480, -1.24893], [2.37194, 1.56432, -0.34137], [1.38483, 1.85243, 0.97072], [-2.22054, 0.35560, 0.07324], [-1.32952, 1.15822, 1.41687], [-1.69222, -0.62994, 1.48297], [-1.21250, -1.41343, -1.68721], [-0.30911, -2.01694, -0.25697], [0.56167, -1.65802, -1.73647]],
  "nbo_charge": [-0.7568, -0.7017, 0.1645, 0.6575, -0.6158, -0.2659, -0.5416, 0.3785, 0.3777, 0.1814, 0.1912, 0.1911, 0.2529, 0.2600, 0.2271],
  "total_energy_ha": -378.86478,
  "e_homo_ev": [-7.655, -7.657],
  "e_above_lowest_kcal_mol": 173.3,
  "gap_ev": [6.507, 6.511]
}

***

Number 3 is which compound? C5H9NO